Record 1
{
  "formula": "C53H42BBrN10O5SSr",
  "method": "the ωB97M-V functional and the def2-TZVPD basis",
  "species": ["Sr", "N", "C", "S", "N", "N", "C", "C", "C", "C", "C", "C", "C", "O", "H", "H", "H", "H", "H", "H", "H", "Br", "C", "C", "C", "C", "C", "C", "N", "N", "C", "C", "C", "C", "O", "C", "N", "C", "C", "C", "C", "H", "H", "H", "H", "H", "H", "H", "H", "H", "C", "O", "C", "C", "C", "C", "C", "C", "C", "N", "C", "C", "N", "C", "C", "C", "C", "N", "C", "C", "N", "C", "C", "C", "C", "H", "H", "H", "H", "H", "H", "H", "H", "H", "H", "H", "H", "H", "H", "C", "C", "C", "C", "C", "C", "C", "C", "O", "B", "O", "C", "C", "H", "H", "H", "H", "H", "H", "H", "H", "H", "H", "H", "H"],
  "xyz": [[0.46908, -0.10026, -0.30556], [-4.10332, 1.18334, -1.76443], [-3.02159, 0.82650, -0.94088], [-2.44910, -0.79138, -1.11578], [-2.60673, 1.80770, -0.19402], [-1.44355, 1.56906, 0.54419], [-1.30821, 2.42754, 1.48873], [-0.21105, 2.60999, 2.42828], [-0.33638, 3.68579, 3.31614], [0.66118, 4.04453, 4.20280], [1.84613, 3.29917, 4.19686], [2.00526, 2.22830, 3.34960], [0.98607, 1.81968, 2.43897], [1.15507, 0.81990, 1.66526], [-4.66464, 0.38646, -2.01732], [-4.62294, 1.96270, -1.38547], [-2.11828, 3.15676, 1.59676], [-1.25625, 4.26452, 3.28251], [0.53451, 4.88839, 4.86969], [2.65816, 3.57166, 4.86475], [2.92234, 1.64891, 3.33531], [8.78344, -1.40284, 4.44054], [8.21524, 0.24736, 3.68239], [9.10203, 0.98719, 2.92375], [8.68393, 2.19735, 2.38582], [7.38439, 2.65396, 2.57911], [6.50880, 1.89568, 3.36194], [6.92133, 0.69486, 3.91124], [7.06520, 3.97900, 2.16356], [6.01773, 4.26908, 1.52249], [5.17333, 3.37558, 0.88836], [5.53186, 2.12680, 0.35759], [4.65676, 1.33854, -0.34791], [3.30271, 1.72487, -0.57313], [2.47469, 1.00058, -1.16652], [2.91936, 3.05605, -0.07163], [1.64338, 3.43641, -0.29877], [1.24062, 4.58935, 0.17167], [2.07690, 5.46229, 0.88766], [3.37314, 5.09521, 1.11418], [3.84147, 3.85474, 0.62985], [10.10977, 0.62958, 2.75894], [9.36775, 2.80487, 1.80590], [5.49551, 2.24053, 3.52338], [6.23650, 0.10520, 4.50586], [6.54843, 1.77629, 0.46678], [4.96774, 0.38185, -0.74779], [0.19772, 4.85014, 0.00245], [1.68458, 6.39648, 1.27008], [4.04905, 5.72502, 1.67633], [-3.46075, 1.23486, -14.36366], [-3.03172, 0.04405, -13.73829], [-2.66171, 0.12880, -12.42637], [-2.69629, 1.29613, -11.67885], [-2.29517, 1.26610, -10.34590], [-1.86425, 0.09405, -9.74405], [-1.83488, -1.07164, -10.51548], [-2.22646, -1.05616, -11.83678], [-1.43639, 0.03345, -8.34250], [-0.89865, -1.01281, -7.76906], [-0.65906, -0.63217, -6.46635], [-1.05899, 0.66112, -6.26153], [-1.55549, 1.08386, -7.47248], [-0.93782, 1.34614, -5.01329], [-1.33945, 2.66693, -4.77858], [-1.15691, 3.20366, -3.53156], [-0.57819, 2.40714, -2.53490], [-0.21099, 1.15788, -2.73811], [-0.37369, 0.61835, -3.95219], [0.06027, -0.77104, -4.14312], [0.59060, -1.40482, -3.08408], [0.98257, -2.65424, -3.23077], [0.88308, -3.35406, -4.44137], [0.34890, -2.71909, -5.53300], [-0.07877, -1.39438, -5.39530], [-3.69840, 0.97092, -15.39065], [-2.67425, 1.99467, -14.35981], [-4.35354, 1.64161, -13.88049], [-3.02387, 2.23150, -12.10831], [-2.31818, 2.19684, -9.79146], [-1.49637, -1.98792, -10.05058], [-2.20551, -1.95712, -12.43648], [-1.98110, 1.97301, -7.65664], [-1.78966, 3.25571, -5.57130], [-1.45429, 4.21753, -3.30022], [-0.40030, 2.80397, -1.54314], [1.37664, -3.13619, -2.34491], [1.22192, -4.38050, -4.49244], [0.24586, -3.21254, -6.49144], [2.21636, -9.62417, 2.56664], [2.37941, -8.19947, 3.09678], [1.57699, -8.08406, 4.40056], [3.86728, -7.97839, 3.40424], [1.89331, -7.14405, 2.10029], [1.32337, -7.47581, 0.87621], [0.87501, -6.49949, -0.02550], [1.01454, -5.17986, 0.33247], [0.67876, -4.05531, -0.33781], [1.03837, -2.88396, 0.47972], [1.60742, -3.48774, 1.67178], [1.58128, -4.83248, 1.55677], [2.02142, -5.78623, 2.44409], [2.58933, -10.33551, 3.30850], [2.77879, -9.77391, 1.64246], [1.16860, -9.86148, 2.37072], [1.93818, -8.80650, 5.13994], [0.51770, -8.27589, 4.21643], [1.66311, -7.08517, 4.82965], [4.23299, -8.74561, 4.09421], [4.04023, -7.00357, 3.86157], [4.46021, -8.02369, 2.48831], [1.21416, -8.51471, 0.59417], [0.42937, -6.77583, -0.97332], [2.45757, -5.47518, 3.38599]],
  "forces_ev_per_a": [[-0.3, -0.6, -0.9], [0.0, 0.0, 0.1], [0.1, 0.1, -0.1], [0.0, 0.0, 0.1], [0.0, -0.1, 0.0], [-0.1, 0.2, 0.1], [0.0, 0.0, 0.0], [0.0, 0.0, 0.0], [0.0, 0.0, 0.0], [0.0, 0.0, 0.0], [0.0, 0.0, 0.0], [0.0, 0.0, 0.0], [-0.1, 0.0, -0.1], [0.2, 0.5, 0.7], [0.0, 0.0, 0.0], [0.0, 0.0, 0.0], [0.0, 0.0, 0.0], [0.0, 0.0, 0.0], [0.0, 0.0, 0.0], [0.0, 0.0, 0.0], [0.0, 0.0, 0.0], [0.0, 0.0, 0.0], [0.0, 0.0, 0.0], [0.0, 0.0, 0.0], [0.0, -0.1, 0.0], [0.0, 0.1, -0.1], [0.0, -0.1, 0.0], [0.0, 0.0, 0.0], [-0.1, -0.1, -0.1], [0.0, -0.1, 0.1], [0.1, 0.0, 0.1], [0.0, 0.0, 0.0], [0.0, 0.1, 0.0], [-0.1, 0.0, 0.0], [0.4, 0.0, -0.1], [0.0, 0.0, 0.0], [0.0, 0.0, 0.0], [0.0, 0.0, 0.0], [0.0, 0.0, 0.0], [0.0, 0.0, 0.0], [0.0, 0.0, 0.0], [0.0, 0.0, 0.0], [0.0, 0.0, 0.0], [0.0, 0.0, 0.0], [0.0, 0.0, 0.0], [0.1, 0.0, 0.1], [0.0, 0.0, 0.0], [0.0, 0.0, 0.0], [0.0, 0.0, 0.0], [0.0, 0.0, 0.0], [0.0, 0.0, 0.0], [0.0, 0.0, 0.0], [0.0, 0.0, 0.0], [0.0, 0.0, 0.0], [0.0, 0.0, 0.0], [0.0, 0.0, 0.0], [0.0, 0.0, -0.1], [0.0, 0.0, 0.1], [0.0, 0.0, 0.0], [0.0, -0.1, 0.0], [0.0, -0.1, 0.0], [0.0, 0.1, 0.0], [0.0, 0.0, 0.0], [0.0, 0.0, 0.0], [0.0, 0.0, 0.0], [0.0, 0.0, 0.0], [0.0, 0.0, 0.0], [0.0, 0.2, 0.1], [0.0, 0.0, 0.0], [0.0, 0.0, 0.0], [0.0, 0.0, 0.1], [0.0, 0.0, 0.0], [0.0, 0.0, 0.0], [0.0, 0.0, 0.0], [0.0, 0.0, 0.0], [0.0, 0.0, 0.0], [0.0, 0.0, 0.0], [0.0, 0.0, 0.0], [0.0, 0.0, 0.0], [0.0, 0.0, 0.0], [0.0, 0.0, 0.0], [0.0, 0.0, 0.0], [0.0, 0.0, 0.0], [0.0, 0.0, 0.0], [0.0, 0.0, 0.0], [0.0, 0.0, 0.0], [0.0, 0.0, 0.0], [0.0, 0.0, 0.0], [0.0, 0.0, 0.0], [0.0, 0.0, 0.0], [0.0, 0.0, 0.0], [0.0, 0.0, 0.0], [0.0, 0.0, 0.0], [0.0, 0.0, 0.0], [0.0, 0.0, 0.0], [0.0, 0.0, 0.0], [0.0, 0.0, 0.0], [0.0, 0.0, 0.1], [0.0, -0.4, -0.1], [0.0, 0.1, 0.0], [0.0, 0.0, 0.0], [0.0, 0.0, 0.0], [0.0, 0.0, 0.0], [0.0, 0.0, 0.0], [0.0, 0.0, 0.0], [0.0, 0.0, 0.0], [0.0, 0.0, 0.0], [0.0, 0.0, 0.0], [0.0, 0.0, 0.0], [0.0, 0.0, 0.0], [0.0, 0.0, 0.0], [0.0, 0.0, 0.0], [0.0, 0.0, 0.0], [0.0, 0.0, 0.0]],
  "gap_ev": 4.695,
  "multiplicity": 1,
  "de_lowest_ev": 2.457,
  "charge": -2
}

---

Record 2
{
  "formula": "C3H8N2O",
  "method": "the ωB97M-V functional and the def2-TZVPD basis",
  "species": ["C", "N", "C", "N", "C", "O", "H", "H", "H", "H", "H", "H", "H", "H"],
  "xyz": [[-1.12452, 0.69283, 1.23791], [-1.59479, 0.10229, 0.07561], [0.66094, 0.04384, -0.47357], [1.31608, -0.82787, 0.45648], [-0.69157, -0.26685, -0.84721], [1.44546, 0.45818, -1.57772], [2.08041, -0.23940, -1.78568], [-2.54546, 0.26874, -0.22168], [1.46439, -1.76530, 0.10445], [2.17456, -0.43949, 0.82654], [-1.00797, -0.38049, -1.87367], [-1.86071, 1.30237, 1.75089], [-0.54438, 0.06264, 1.89938], [0.22757, 0.98850, 0.42827]],
  "forces_ev_per_a": [[-0.1, -0.3, 0.2], [0.5, 0.3, -0.3], [-0.3, 0.2, 0.4], [0.0, 0.0, 0.0], [-0.1, 0.1, 0.3], [-0.1, -0.1, 0.1], [0.0, 0.1, 0.1], [0.1, 0.0, 0.0], [0.0, 0.1, 0.0], [-0.1, 0.0, 0.0], [-0.1, -0.1, 0.0], [0.0, 0.0, -0.1], [0.0, -0.1, -0.1], [0.2, -0.2, -0.6]],
  "gap_ev": 8.361,
  "multiplicity": 1,
  "de_lowest_ev": 4.089
}

---

Record 3
{
  "formula": "C36H54AsF6O27",
  "method": "the ωB97M-V functional and the def2-TZVPD basis",
  "species": ["As", "F", "F", "F", "F", "F", "F", "C", "C", "C", "O", "C", "O", "O", "H", "H", "H", "H", "H", "H", "C", "C", "C", "O", "C", "O", "O", "H", "H", "H", "H", "H", "H", "C", "C", "C", "O", "C", "O", "O", "H", "H", "H", "H", "H", "H", "C", "C", "C", "O", "C", "O", "O", "H", "H", "H", "H", "H", "H", "C", "C", "C", "O", "C", "O", "O", "H", "H", "H", "H", "H", "H", "C", "C", "C", "O", "C", "O", "O", "H", "H", "H", "H", "H", "H", "C", "C", "C", "O", "C", "O", "O", "H", "H", "H", "H", "H", "H", "C", "C", "C", "O", "C", "O", "O", "H", "H", "H", "H", "H", "H", "C", "C", "C", "O", "C", "O", "O", "H", "H", "H", "H", "H", "H"],
  "xyz": [[-13.99799, 19.04809, -1.43504], [-14.56403, 20.42056, -0.43375], [-13.96408, 20.23530, -2.89228], [-13.56584, 17.64900, -2.52767], [-14.07309, 17.97345, -0.00727], [-15.68778, 18.62430, -1.70788], [-12.29969, 19.48938, -0.99822], [-8.93789, 15.78314, -1.55656], [-10.30644, 16.03868, -2.12909], [-10.41508, 17.41596, -2.79582], [-11.23166, 17.15845, -3.89862], [-11.20902, 15.85027, -4.14489], [-11.72256, 15.31293, -5.11742], [-10.56838, 15.14852, -3.17120], [-8.91109, 14.69860, -1.45093], [-8.86904, 16.29825, -0.59842], [-8.14430, 16.13325, -2.21667], [-11.06586, 15.88412, -1.36261], [-9.40165, 17.73091, -3.04459], [-10.85339, 18.17562, -2.14860], [-11.57544, 22.94923, -0.97231], [-10.52945, 22.43461, 0.02817], [-9.08661, 22.85422, -0.24664], [-8.69653, 23.57067, 0.83547], [-9.64178, 23.57334, 1.76437], [-9.51137, 24.08922, 2.88254], [-10.74984, 22.97205, 1.29584], [-11.68641, 24.01569, -1.16840], [-12.56213, 22.65594, -0.61379], [-11.40837, 22.37724, -1.88500], [-10.49812, 21.35204, 0.15129], [-9.15907, 23.41985, -1.17557], [-8.43760, 21.98741, -0.37126], [-12.98066, 20.51051, 2.63686], [-13.11737, 19.66414, 3.91283], [-13.61286, 18.22979, 3.62964], [-12.56097, 17.48025, 4.18306], [-11.55267, 18.15133, 4.55624], [-10.54912, 17.65526, 4.99187], [-11.82532, 19.45515, 4.48473], [-12.47456, 19.96684, 1.83912], [-12.38847, 21.38814, 2.89604], [-13.93384, 20.85172, 2.23298], [-13.70908, 20.14126, 4.69407], [-13.66280, 18.03845, 2.55773], [-14.56462, 18.09546, 4.14365], [-17.18332, 20.83883, 4.05789], [-17.44530, 21.72479, 2.77505], [-17.12184, 21.08610, 1.45854], [-18.24418, 21.40245, 0.71336], [-19.20956, 21.88985, 1.50057], [-20.39667, 22.05528, 1.18469], [-18.79728, 22.00943, 2.71209], [-17.41100, 21.39136, 4.96948], [-16.16673, 20.47533, 4.20793], [-17.93331, 20.05363, 3.96260], [-16.87474, 22.65335, 2.79382], [-16.88860, 20.02377, 1.53039], [-16.20587, 21.53915, 1.07927], [-17.07886, 17.07372, 2.32508], [-16.57608, 16.22165, 1.13966], [-15.32935, 15.39051, 1.40250], [-15.73814, 14.07856, 1.51075], [-17.03363, 13.92962, 1.25850], [-17.53383, 12.81160, 1.35100], [-17.57812, 15.13625, 1.00095], [-17.03413, 16.44418, 3.21377], [-18.08756, 17.41269, 2.08902], [-16.46972, 17.95102, 2.54280], [-16.54993, 16.78386, 0.20621], [-14.80069, 15.68719, 2.30837], [-14.61618, 15.42679, 0.57899], [-19.15946, 18.62649, -3.42392], [-18.89761, 17.91464, -2.08432], [-18.84195, 18.85788, -0.90024], [-19.65460, 18.25100, 0.09548], [-20.37234, 17.28489, -0.45150], [-21.14228, 16.56255, 0.16460], [-20.01332, 17.11033, -1.74648], [-18.20535, 18.98380, -3.81137], [-19.83902, 19.47779, -3.38408], [-19.47273, 17.78680, -4.04430], [-17.97991, 17.32685, -2.10482], [-19.24504, 19.82454, -1.20219], [-17.87427, 18.99862, -0.41869], [-13.51719, 18.67826, -6.44752], [-14.77640, 18.92471, -5.72750], [-15.37800, 20.32532, -5.91730], [-16.69677, 20.05351, -6.37368], [-16.86927, 18.73664, -6.60612], [-17.91985, 18.17265, -7.04874], [-15.74487, 18.08250, -6.35307], [-12.76053, 19.31102, -5.98363], [-13.58132, 18.89275, -7.51428], [-13.24326, 17.63251, -6.30799], [-14.66474, 18.76457, -4.65512], [-14.77000, 20.92970, -6.59048], [-15.39398, 20.79590, -4.93425], [-17.59139, 24.26581, -1.18760], [-16.78327, 23.39104, -2.16027], [-17.31045, 22.01384, -2.34495], [-17.29274, 21.83971, -3.76819], [-16.92023, 22.98211, -4.36371], [-16.77457, 23.04871, -5.57522], [-16.75251, 23.92454, -3.44247], [-18.64720, 24.28324, -1.45791], [-17.26270, 25.30355, -1.13143], [-17.57087, 23.93720, -0.14852], [-15.76173, 23.27442, -1.79838], [-18.32993, 21.94080, -1.96623], [-16.68228, 21.29312, -1.82143], [-16.01850, 15.22377, -2.24804], [-16.15580, 15.75051, -3.67690], [-14.89102, 15.51765, -4.57559], [-15.39413, 14.71569, -5.64833], [-16.70379, 14.49311, -5.53899], [-17.38599, 13.98916, -6.41676], [-17.16334, 14.99884, -4.38002], [-16.92643, 15.42259, -1.67861], [-15.19689, 15.65679, -1.67747], [-15.87113, 14.14525, -2.19165], [-16.42692, 16.80440, -3.73945], [-14.14079, 15.07587, -3.91978], [-14.53672, 16.50311, -4.87799]],
  "forces_ev_per_a": [[0.3, 0.5, 0.2], [0.5, -1.0, -0.8], [-0.1, -1.9, 1.8], [-0.2, 1.9, 1.3], [0.4, 0.8, -1.2], [0.6, 0.4, -0.4], [-1.8, -0.7, -0.9], [-0.5, -0.3, 0.1], [0.6, 1.2, 1.2], [0.5, -0.1, 1.8], [-0.1, 0.2, -1.0], [-1.1, -2.4, -2.2], [0.9, 1.4, 1.8], [-0.7, 0.3, -1.6], [0.6, 0.1, 0.4], [0.2, -0.2, 0.1], [0.0, -0.1, 0.0], [-0.1, 0.1, 0.1], [-0.1, 0.2, -0.7], [-0.1, -0.1, -0.2], [-0.3, -1.3, 0.4], [0.1, 0.0, -0.6], [-0.9, -1.3, -2.6], [1.3, 1.3, 1.2], [-0.1, 1.9, 3.9], [-0.6, -1.7, -3.4], [-0.4, 0.6, 1.7], [0.9, 0.1, 0.2], [-0.1, -0.3, 0.0], [-0.1, 0.3, -0.3], [-0.8, -0.1, -0.4], [0.9, 0.4, 0.1], [0.1, 0.1, -0.1], [0.2, 0.2, 0.8], [-0.1, 0.3, -1.0], [0.3, 1.5, 0.1], [-3.1, -3.7, -1.2], [2.8, 0.9, 1.9], [-0.2, 0.6, -0.4], [0.5, 1.0, -0.2], [0.1, -0.2, 0.1], [0.0, 0.1, -0.2], [-0.2, -0.1, 0.1], [-0.1, 0.2, -0.2], [-0.2, -0.1, 0.0], [0.1, -0.7, -0.1], [-0.8, 1.0, -0.9], [2.7, -0.6, 2.6], [1.7, -0.3, 0.8], [-0.6, 0.0, -2.1], [-5.4, -0.5, -1.8], [3.6, -0.1, 0.1], [-0.3, 0.8, 2.1], [-0.2, 0.2, -0.2], [0.0, -0.1, -0.6], [0.3, -0.4, 0.2], [-0.2, 0.3, 0.5], [-0.6, -0.3, -0.2], [-0.2, 0.1, -0.5], [0.4, -0.4, -0.6], [-1.2, -0.6, 0.9], [1.3, 1.3, -0.5], [0.5, -1.0, 0.4], [-0.9, -2.6, 0.8], [0.3, 3.2, -0.7], [-0.3, 0.1, -0.5], [-0.4, 0.0, 0.1], [-0.1, -0.1, 0.3], [0.3, 0.0, -0.3], [0.0, -0.1, 0.0], [-0.1, 0.0, 0.1], [0.1, 0.3, 0.0], [0.9, -1.2, 0.5], [0.0, 1.2, 0.1], [0.4, 0.7, 0.4], [0.1, 0.8, 0.4], [-1.5, -3.0, 1.3], [1.4, 1.9, -1.7], [-0.6, -0.5, -0.2], [0.2, 0.2, 0.0], [-0.2, -0.4, 0.1], [-0.4, 0.5, -0.5], [-0.2, -0.3, -0.3], [-0.1, 0.1, 0.4], [0.1, 0.0, -0.5], [1.0, -0.4, 0.0], [0.5, 1.8, 0.3], [1.7, -0.5, 1.1], [-3.0, -1.9, -1.3], [4.5, 2.7, 1.6], [0.2, 0.3, 0.2], [-3.7, -1.6, -0.8], [0.2, -0.1, -0.1], [-0.1, 0.1, 0.0], [0.3, 0.0, -0.1], [-0.4, -0.7, -0.1], [-0.7, 0.0, -0.4], [-0.5, 0.2, -0.3], [-0.2, 0.2, -0.1], [0.4, 0.6, 2.5], [-0.9, -0.7, 0.4], [0.1, -0.9, 0.3], [0.0, -0.5, -2.1], [-0.1, 0.4, 2.3], [0.2, 1.4, -1.7], [0.0, -0.1, -0.2], [0.3, -0.1, -0.4], [0.3, -0.5, -0.1], [0.3, 0.5, -0.1], [-0.1, -0.2, -0.2], [-0.1, -0.3, -0.4], [-0.4, 0.1, 0.2], [0.8, -0.9, -0.3], [-1.3, 0.5, 1.6], [1.5, 0.3, 0.0], [-1.4, -0.3, -1.6], [1.3, 0.9, 2.0], [-0.6, 0.1, 0.2], [-0.1, 0.0, 0.0], [0.1, 0.4, -0.4], [0.0, -0.1, -0.5], [-0.2, 0.0, 0.4], [0.2, -0.6, -0.8], [0.2, -0.5, -0.6]],
  "gap_ev": [8.951, 3.018],
  "multiplicity": 2
}

---

Question: Which formula does entry 2 have?
Answer: C3H8N2O